The following is a DFT calculation (the ωB97M-V functional and the def2-TZVPD basis) of a molecular structure, C8H22ClCrN4O.

```
37
C8H22ClCrN4O the ωB97M-V functional and the def2-TZVPD basis
Cr -0.99 1.23 0.02
N 0.53 2.41 -0.92
C 1.20 3.11 0.22
C 1.82 2.09 1.17
N 0.87 1.04 1.56
C 0.07 1.25 2.78
C -1.04 0.20 2.82
N -2.04 0.43 1.74
H 1.22 1.93 -1.48
H 0.09 3.11 -1.51
H 0.44 3.70 0.72
H 1.98 3.79 -0.14
H 2.22 2.63 2.04
H 2.66 1.60 0.68
H 1.36 0.16 1.64
H 0.66 1.19 3.69
H -0.37 2.25 2.74
H -1.51 0.20 3.81
H -0.60 -0.78 2.66
H -2.59 1.26 1.96
H -2.70 -0.33 1.71
C 1.49 -1.54 -2.58
N 0.32 -2.24 -2.06
C 0.17 -3.61 -2.56
C -0.53 -1.65 -1.24
C -1.76 -2.39 -0.79
O -0.33 -0.48 -0.84
H 1.43 -1.48 -3.67
H 2.39 -2.09 -2.31
H 1.53 -0.55 -2.16
H 1.07 -4.18 -2.33
H 0.02 -3.61 -3.64
H -0.67 -4.12 -2.09
H -2.32 -2.79 -1.63
H -2.40 -1.69 -0.25
H -1.50 -3.21 -0.12
Cl -2.19 3.12 0.33
```

Calculated values
Total charge: +1
Energy above the lowest of the compared OMol25 structures with the same formula, charge and spin: 2.6 kcal/mol
Spin multiplicity: 5
Electronic energy: -57602.8419 eV
HOMO-LUMO gap (spin up / spin down): 0.3100 / 0.3758 hartree